# C28H61N6O3S

A cluster of 2 separate species, C28H61N6O3S in total (ωB97M-V/def2-TZVPD, the Open Molecules 2025 dataset).

frontier orbital gap = 9.0 eV

The geometry in ORCA input format:
```
! RIJCOSX wB97M-V def2-TZVPD def2/J DEFGRID3
* xyz 1 1
C -1.95442 -4.02822 0.87849
C -0.69797 -3.81845 1.72230
C -0.47003 -2.32730 2.01524
C 1.00310 -1.91428 2.13207
N 1.28193 -0.60682 1.48717
C 2.18443 -0.74788 0.35348
N 1.68267 -1.70742 -0.60893
N 2.64689 -2.68852 -1.00210
C 0.76280 -1.20271 -1.59349
C 1.06297 0.16169 -2.24419
S 2.00112 -0.11135 -3.80902
C 2.99027 1.30770 -4.18751
O 0.93852 -0.17349 -4.76861
O 2.85412 -1.25160 -3.64239
N 1.58351 1.17105 -1.24273
C 0.41646 1.89298 -0.58984
C 0.57073 3.41392 -0.53164
C -0.78398 4.10430 -0.74759
C -1.67784 4.07963 0.49317
C -2.21108 2.68446 0.84312
C -3.61041 2.66732 1.44466
C -3.98140 1.29007 2.00906
C -3.55718 0.09351 1.15442
C -4.10107 0.08780 -0.29065
C -4.82270 -1.20926 -0.67897
C -6.33374 -1.14447 -0.45547
C -7.06366 -0.29014 -1.48744
O -6.59744 -0.57962 -2.79072
C -6.66788 0.49690 -3.69980
C 2.62156 0.63253 -0.23176
C 2.83717 1.62479 0.90830
C 3.97671 0.44976 -0.93101
N 4.62509 1.65796 -1.44277
H -2.82279 -3.61403 1.39652
H -1.87095 -3.47861 -0.06363
H -2.13722 -5.07944 0.66454
H -0.84959 -4.34181 2.66777
H 0.16861 -4.24318 1.21221
H -0.98146 -2.07676 2.94693
H -0.96702 -1.74033 1.23229
H 1.67296 -2.67828 1.73563
H 1.24785 -1.79214 3.19018
H 0.38234 -0.25738 1.17632
H 3.10101 -1.18821 0.75107
H 2.23246 -3.28531 -1.70736
H 3.46482 -2.25415 -1.42161
H 0.66295 -1.91805 -2.40923
H -0.23412 -1.12741 -1.13977
H 0.12349 0.54002 -2.63726
H 4.02499 1.12772 -3.91209
H 2.87755 1.40891 -5.26689
H 2.62951 2.22513 -3.72274
H 2.06666 1.88950 -1.78493
H -0.46926 1.65798 -1.17392
H 0.26100 1.46243 0.38821
H 0.95899 3.71235 0.44179
H 1.27143 3.74848 -1.30589
H -1.29984 3.61969 -1.58383
H -0.60824 5.13612 -1.05449
H -1.12555 4.50006 1.33835
H -2.51843 4.75348 0.31122
H -1.51311 2.18472 1.52699
H -2.24081 2.08061 -0.06957
H -4.32029 2.95452 0.66448
H -3.67630 3.39611 2.25561
H -5.05981 1.23455 2.18009
H -3.51095 1.18204 2.99172
H -3.88115 -0.82421 1.65229
H -2.46340 0.03364 1.12714
H -4.76659 0.94439 -0.43860
H -3.26979 0.23665 -0.98809
H -4.65061 -1.40204 -1.73844
H -4.40287 -2.05467 -0.12804
H -6.75261 -2.15063 -0.42354
H -6.51820 -0.67938 0.51998
H -6.92726 0.77471 -1.26199
H -8.13613 -0.50984 -1.43446
H -5.69683 0.99848 -3.78322
H -6.94339 0.10962 -4.68051
H -7.41955 1.23386 -3.40346
H 1.95811 1.76092 1.52698
H 3.60294 1.19707 1.55371
H 3.18306 2.59562 0.55104
H 3.92213 -0.31718 -1.70503
H 4.61925 0.04990 -0.14425
H 4.04053 2.48593 -1.42126
H 5.44116 1.88274 -0.88580
C 4.78006 -1.40542 3.63448
C 5.80947 -2.44390 3.20424
C 7.21496 -1.85281 3.03567
C 7.22093 -0.80766 2.01220
N 7.19075 -0.00224 1.19365
H 4.68177 -0.61543 2.88588
H 3.80134 -1.86912 3.75920
H 5.05521 -0.93935 4.58164
H 5.50358 -2.90084 2.26051
H 5.85724 -3.24546 3.94166
H 7.92992 -2.62111 2.74031
H 7.56592 -1.41634 3.97249
*
```

---

# C28H62BBrClN7O9PS

A structure of composition C28H62BBrClN7O9PS at a distorted geometry (ωB97M-V/def2-TZVPD, the Open Molecules 2025 dataset).

frontier orbital gap = 6.5 eV

The geometry in ORCA input format:
```
! RIJCOSX wB97M-V def2-TZVPD def2/J DEFGRID3
* xyz 1 1
C 6.17167 -2.23055 -1.80232
C 5.08061 -2.40690 -0.74480
C 3.72656 -2.03172 -1.28049
O 3.77508 -0.65298 -1.68539
C 2.58831 0.05888 -1.69426
B 2.54912 0.63112 -0.14426
N 1.60195 0.12057 0.83659
O 3.48188 1.52837 0.27908
N 1.33455 -0.70338 -1.81689
Br 1.12938 -1.80022 -3.36934
C 0.42153 0.34385 -2.05973
N -0.76976 0.27185 -1.52005
C -1.71120 1.37943 -1.60022
C -1.09743 2.63988 -1.01494
O -0.39968 2.59476 -0.02717
Cl -1.54300 4.15545 -1.78229
P -1.30047 -1.16277 -0.57814
S -1.93686 -2.65479 -1.59380
N 0.97660 1.33526 -2.76224
C 0.30006 1.90854 -3.93075
C 2.46816 1.14913 -2.79786
C 3.02026 2.54651 -2.45512
C 4.54495 2.67941 -2.23395
C 5.18565 3.75850 -3.10415
C 6.36388 4.42679 -2.37830
C 7.48094 4.91349 -3.29786
N 8.07670 3.83554 -4.10678
C 2.91612 0.79004 -4.23704
C 4.25624 0.11131 -4.40525
O 4.35674 -1.11009 -4.35501
O 5.29300 0.90658 -4.69588
H 6.44382 -1.18277 -1.85068
H 5.78959 -2.50523 -2.77671
H 7.05156 -2.80257 -1.54873
H 5.04439 -3.43018 -0.39576
H 5.31949 -1.76549 0.10097
H 2.92885 -2.25218 -0.57814
H 3.54871 -2.63494 -2.16655
H 0.83817 0.77969 0.96969
H 2.06270 0.09119 1.73773
H 4.32556 1.33518 -0.14070
H -2.55223 1.14896 -0.95760
H -2.12661 1.51447 -2.58794
H -0.28055 -1.41590 0.34047
H -2.34266 -0.58062 0.15442
H 0.22900 1.15482 -4.70438
H -0.69970 2.24797 -3.71560
H 0.84725 2.76823 -4.28052
H 2.51715 2.94467 -1.58368
H 2.76067 3.21682 -3.26483
H 4.68850 3.01111 -1.21550
H 5.06807 1.73348 -2.32619
H 4.45573 4.54061 -3.28917
H 5.50778 3.36943 -4.05940
H 5.99494 5.23118 -1.75258
H 6.80360 3.68518 -1.71066
H 7.11249 5.68940 -3.95684
H 8.26095 5.31662 -2.66484
H 7.84107 2.94152 -3.69799
H 7.62497 3.82352 -5.01030
H 2.23252 0.12442 -4.73632
H 2.92350 1.70306 -4.82164
H 6.05791 0.32800 -4.79404
C -8.49999 -2.58716 -0.85475
O -8.49827 -2.97958 0.50378
C -8.51325 -4.39015 0.69835
C -7.22648 -4.85059 1.34413
N -6.10359 -4.71480 0.42418
C -4.79656 -4.93349 1.03282
C -4.33235 -3.94136 2.09251
O -4.09255 -2.63630 1.59120
C -5.21750 -1.77592 1.57021
H -8.58152 -1.50182 -0.88005
H -7.57535 -2.88141 -1.36463
H -9.35369 -3.01400 -1.38845
H -8.68641 -4.91519 -0.24415
H -9.34533 -4.61855 1.36945
H -7.32578 -5.89984 1.63431
H -7.08618 -4.25665 2.25804
H -6.12294 -3.78690 0.02276
H -4.05916 -4.92183 0.22606
H -4.77612 -5.93790 1.46549
H -3.36944 -4.29662 2.46912
H -5.00620 -3.89995 2.95544
H -5.91330 -1.99146 2.38366
H -5.74936 -1.82769 0.61598
H -4.85299 -0.75283 1.69002
C -1.18605 -0.17416 7.49824
O -2.18448 0.65660 6.93405
C -1.76350 1.99436 6.70103
C -1.74783 2.29036 5.21856
N -0.68423 1.54760 4.55063
C -0.73473 1.60435 3.09846
C -1.92506 0.94178 2.40479
O -1.95584 -0.46763 2.51795
C -2.61794 -0.98796 3.66468
H -1.64691 -1.13573 7.71452
H -0.35083 -0.33382 6.80679
H -0.80268 0.24776 8.43101
H -0.78496 2.18471 7.14836
H -2.48866 2.65540 7.18267
H -1.58640 3.36084 5.06574
H -2.74066 2.03523 4.82311
H -0.73244 0.57975 4.84081
H 0.17383 1.12012 2.72936
H -0.68281 2.65080 2.78435
H -1.82240 1.13734 1.33130
H -2.88179 1.38144 2.70750
H -3.43611 -0.34094 3.98679
H -1.92426 -1.13764 4.49460
H -3.02767 -1.96012 3.39182
*
```